Entry 1:
The following is a quantum chemistry calculation of a cluster of 2 separate species, C4H11N3O in total at a distorted geometry, from the Open Molecules 2025 dataset.

The geometry in XYZ format:
```
19
Properties=species:S:1:pos:R:3:forces:R:3
C -1.7683 -0.6380 0.8603 -0.0934 0.3667 0.0691
N -0.7224 -1.2850 0.6237 0.3926 -0.2625 0.6196
C 0.0622 -1.0660 -0.5665 1.1704 0.0284 -0.0345
N 0.0815 -2.2821 -1.3267 0.4371 0.0869 -0.2689
N -0.4010 0.0118 -1.3802 -0.0457 0.3401 0.0005
O 1.4308 -0.7997 -0.0875 -0.9252 -0.3099 -0.2382
H -2.1746 0.1407 0.2160 0.0251 0.0192 -0.1465
H -2.2795 -0.8407 1.7921 -0.2297 -0.1120 0.0944
H -0.6742 -2.3117 -1.9982 -0.0723 -0.1575 0.2323
H 0.0878 -3.0788 -0.6991 -0.2685 0.0646 -0.1965
H -0.1945 0.8949 -0.8995 -0.0329 -0.4636 -0.3086
H 0.1044 0.0050 -2.2588 0.0590 0.0565 0.0916
H 2.0115 -1.5023 -0.4127 -0.3818 0.0934 -0.0562
C 1.1642 1.6907 1.2918 -0.2238 0.4817 0.2311
C 0.3095 2.5229 0.7128 0.1941 0.1159 0.3520
H 0.8465 0.9879 2.0480 -0.0462 -0.1814 -0.0975
H 2.2220 1.7336 1.0921 0.1246 -0.0813 -0.1497
H 0.6343 3.2886 0.0247 0.0757 0.0057 -0.1984
H -0.7400 2.5279 0.9677 -0.1592 -0.0908 0.0044
```
Positions in Å, forces in eV/Å.

Calculated values
HOMO energy: -9.7 eV
SMILES: C=NC(N)(N)O.C=C
LUMO: 1.038 eV
energy relative to the best compared isomer or geometry (same formula, charge and spin): 234.69 kJ/mol

Atom charges from the natural (NBO) analysis, given in e for atoms 1 to 5: atom 1 (C): -0.04, atom 2 (N): -0.43, atom 3 (C): 0.61, atom 4 (N): -0.86, atom 5 (N): -0.88

Entry 2:
The following is a quantum chemistry calculation of a cluster of 2 separate species, C4H11N3O in total at a distorted geometry, from the Open Molecules 2025 dataset.

The geometry in XYZ format:
```
19
Properties=species:S:1:pos:R:3:forces:R:3
H -1.5832 1.5577 1.4152 -0.0626 -0.0107 0.1838
N -1.5950 0.5404 1.4934 0.5991 -0.5926 -0.3642
C -0.3970 0.0807 1.5893 -2.4193 0.3508 0.1957
C -0.1941 -1.4092 1.6607 0.3254 0.1123 -0.1716
N 0.6882 0.9020 1.6596 1.6126 0.1773 0.3064
H 0.8260 -1.6709 1.3662 -0.0690 -0.0797 0.0942
H -0.3732 -1.7488 2.6840 0.0402 -0.0283 -0.1121
H -0.8958 -1.9118 0.9882 0.0804 0.1937 0.2221
H 0.4825 1.8722 1.8661 0.0154 -0.2320 -0.0699
H 1.4643 0.5473 2.2088 -0.0814 0.1114 -0.2418
H -1.8404 1.2933 -1.7936 -0.1334 -0.2813 -0.2030
N -1.4791 0.3603 -2.0224 1.2343 -0.0832 0.3466
C -0.2117 0.4089 -1.8502 -2.1138 -0.3535 -0.4880
C 0.6959 -0.7548 -2.0455 0.0202 -0.3794 0.1114
O 0.3487 1.5777 -1.5272 1.1797 1.0583 0.3371
H 0.1788 -1.6766 -1.7638 0.0790 0.1933 -0.1879
H 0.9871 -0.8115 -3.0972 0.0672 -0.0632 0.1032
H 1.5900 -0.6587 -1.4239 0.0006 -0.0359 -0.0959
H 1.3081 1.5017 -1.4076 -0.3746 -0.0571 0.0339
```
Positions in Å, forces in eV/Å.

Calculated values
HOMO energy: -9.1 eV
SMILES: [H]/N=C(/C)N.[H]/N=C(/C)O
LUMO: 0.588 eV
energy relative to the best compared isomer or geometry (same formula, charge and spin): 116.47 kJ/mol

Atom charges from the natural (NBO) analysis, given in e for atoms 1 to 5: atom 1 (H): 0.32, atom 2 (N): -0.70, atom 3 (C): 0.44, atom 4 (C): -0.68, atom 5 (N): -0.83

Entry 3:
The following is a quantum chemistry calculation of an isolated molecule of C4H11N3O, from the Open Molecules 2025 dataset.

The geometry in XYZ format:
```
19
Properties=species:S:1:pos:R:3:forces:R:3
N 0.1191 1.5892 -2.4091 0.1841 -0.0274 -0.5527
C -0.3027 0.2449 -2.0942 0.2199 -0.2196 0.0092
C -1.0360 0.0839 -0.7714 -0.2161 -0.0729 0.2632
C -0.2353 0.4374 0.4818 0.3744 -0.4493 -0.5557
N 0.8444 -0.5172 0.7348 -0.0640 0.2719 -0.3409
C 0.9544 -1.3688 1.7920 0.1220 -0.0506 -0.0586
N 0.1467 -1.0475 2.8740 0.0075 0.3077 0.6335
O 1.6957 -2.3323 1.7717 -0.0113 -0.0955 0.1048
H -0.6327 2.2558 -2.4669 0.0098 0.0987 0.1733
H 0.9080 1.9381 -1.8947 -0.0561 0.0792 0.2019
H 0.5738 -0.4162 -2.1386 -0.0822 0.1379 0.0491
H -0.9503 -0.1010 -2.9007 -0.0699 -0.0390 -0.0065
H -1.9240 0.7240 -0.7980 0.0046 0.0337 0.0238
H -1.3979 -0.9411 -0.6471 0.0202 -0.0235 -0.1191
H 0.1874 1.4374 0.3893 -0.1060 0.1813 0.1194
H -0.9264 0.3959 1.3076 -0.0479 0.1598 0.3585
H 1.4583 -0.7708 -0.0265 -0.1713 0.0280 0.0602
H 0.1149 -0.0580 3.0859 -0.1593 -0.0744 -0.1561
H 0.4025 -1.5536 3.7102 0.0414 -0.2460 -0.2072
```
Positions in Å, forces in eV/Å.

Calculated values
HOMO energy: -9.3 eV
SMILES: NCCCNC(N)=O
LUMO: 0.804 eV
energy relative to the best compared isomer or geometry (same formula, charge and spin): 21.26 kJ/mol

Atom charges from the natural (NBO) analysis, given in e for atoms 1 to 5: atom 1 (N): -0.85, atom 2 (C): -0.22, atom 3 (C): -0.42, atom 4 (C): -0.22, atom 5 (N): -0.64

Entry 4:
The following is a quantum chemistry calculation of a cluster of 2 separate species, C4H11N3O in total at a distorted geometry, from the Open Molecules 2025 dataset.

The geometry in XYZ format:
```
19
Properties=species:S:1:pos:R:3:forces:R:3
C 2.4510 0.0751 -0.9793 -1.6743 0.1019 1.2752
C 1.4813 -0.0264 0.3349 4.2182 -0.4745 -0.7147
C 1.3869 1.2712 1.0714 -1.2527 0.4956 0.1095
O 1.3692 -1.1206 0.8537 -0.9135 0.4336 -0.3018
H 2.0797 0.8493 -1.6497 0.0135 -0.1798 -0.2256
H 3.4176 0.4104 -0.6048 -0.0212 0.0714 0.2230
H 2.6092 -0.8931 -1.4507 -0.3822 0.0695 -0.0605
H 1.3001 1.1120 2.1456 0.0324 -0.1453 -0.0430
H 0.4405 1.7177 0.7310 0.6838 0.1320 0.3044
H 2.2087 1.9460 0.8546 0.2045 -0.1135 -0.1245
N -1.0982 0.6096 -0.0324 -0.2135 -0.8985 -0.7845
C -1.8353 -0.4433 -0.1947 -0.6426 1.1087 1.7966
N -3.1988 -0.3865 -0.4207 -0.1188 -0.2410 -0.3471
N -1.3768 -1.6653 0.1738 0.4257 -0.2418 -0.5214
H -1.5940 1.4835 -0.1677 -0.2390 -0.1783 -0.3146
H -3.5541 0.4496 -0.8567 0.0605 -0.1984 -0.0310
H -3.6609 -1.2467 -0.6706 -0.0579 0.1735 -0.1347
H -1.9905 -2.4488 0.3136 0.0688 0.2113 -0.0845
H -0.4357 -1.6937 0.5489 -0.1916 -0.1264 -0.0208
```
Positions in Å, forces in eV/Å.

Calculated values
HOMO energy: -8.8 eV
SMILES: CC(C)=O.N=C(N)N
LUMO: 0.843 eV
energy relative to the best compared isomer or geometry (same formula, charge and spin): 127.35 kJ/mol

Atom charges from the natural (NBO) analysis, given in e for atoms 1 to 5: atom 1 (C): -0.71, atom 2 (C): 0.68, atom 3 (C): -0.75, atom 4 (O): -0.61, atom 5 (H): 0.22

Entry 5:
The following is a quantum chemistry calculation of an isolated molecule of C4H11N3O at a distorted geometry, from the Open Molecules 2025 dataset.

The geometry in XYZ format:
```
19
Properties=species:S:1:pos:R:3:forces:R:3
C -2.3758 0.1164 -0.1718 0.1183 -0.2943 -0.2356
N -1.3945 0.7571 0.6713 0.0575 -0.0058 1.0326
C -0.0348 0.5457 0.7568 -2.3610 3.5794 -1.2608
O 0.5854 1.1081 1.6605 -0.1608 -1.0183 -0.5263
C 0.5818 0.0184 -0.5222 1.7739 -2.1296 3.6870
C 1.2308 1.0855 -1.3665 0.3844 -0.3553 0.1503
N 1.5475 -0.8815 0.3107 1.1343 -0.6264 -2.8740
N 0.9530 -2.0857 0.7669 0.1364 0.6468 0.1929
H -2.5543 -0.9264 0.1200 -0.0466 0.1471 -0.1160
H -3.3125 0.6694 -0.1013 0.0726 -0.0525 0.0392
H -2.0636 0.1424 -1.2168 -0.0669 -0.0536 0.0180
H -1.7556 1.2886 1.4528 0.0470 -0.2045 0.0300
H -0.0292 -0.6916 -1.0807 0.0150 0.2180 0.1589
H 1.9203 0.6084 -2.0622 -0.0210 0.0287 -0.1031
H 1.8007 1.7743 -0.7460 -0.0535 0.0703 0.0369
H 0.4792 1.6387 -1.9274 -0.0408 0.0317 0.0286
H 2.1876 -0.3933 0.9390 -0.9017 -0.0623 -0.1177
H 0.5568 -1.9790 1.7028 0.1143 0.0079 -0.0489
H 1.6773 -2.7955 0.8140 -0.2012 0.0726 -0.0922
```
Positions in Å, forces in eV/Å.

Calculated values
HOMO energy: -8.4 eV
SMILES: CNC(=O)[C@@H](C)NN
LUMO: 0.943 eV
energy relative to the best compared isomer or geometry (same formula, charge and spin): 247.44 kJ/mol

Atom charges from the natural (NBO) analysis, given in e for atoms 1 to 5: atom 1 (C): -0.41, atom 2 (N): -0.62, atom 3 (C): 0.68, atom 4 (O): -0.65, atom 5 (C): -0.15

Entry 6:
The following is a quantum chemistry calculation of a structure of composition C4H11N3O at a distorted geometry, from the Open Molecules 2025 dataset.

The geometry in XYZ format:
```
19
Properties=species:S:1:pos:R:3:forces:R:3
C -0.6394 -1.3730 0.8059 0.3974 1.7001 1.8773
C 0.9253 2.0309 -0.7490 -0.5832 -2.5664 -1.5013
C -1.7707 -1.2750 1.8076 -0.1630 -0.0505 -0.0165
C 0.2864 0.2580 -0.4487 3.3300 6.1232 -0.8724
N 0.4140 -2.2090 1.2495 0.3658 -0.4437 -0.1987
N 0.9195 1.9525 -2.2506 -0.6758 0.6525 0.1241
O 0.6169 -0.3966 -1.5163 -0.7446 0.8364 -0.5943
N -0.0043 0.2633 0.7558 -2.9597 -5.0286 -0.4140
H 0.8729 0.5558 -2.2844 0.1941 -0.5678 1.2495
H -1.0348 -1.7757 -0.1304 0.3667 0.6997 -0.2568
H 0.8102 -1.8437 2.1089 0.0194 -0.0456 -0.0754
H 1.1421 -2.2163 0.5384 -0.0191 -0.1349 0.2734
H 1.4019 2.7541 -2.6769 0.4206 -0.9238 -0.0553
H -0.0435 2.1106 -2.5573 0.0616 -0.0363 0.1852
H 0.3395 2.8871 -0.4127 -0.0524 -0.4687 0.3631
H 1.9598 2.0271 -0.4034 -0.1854 0.1685 0.0181
H -1.4346 -0.8230 2.7459 -0.0053 -0.0106 -0.1684
H -2.1878 -2.2634 2.0313 0.1301 0.0575 -0.0930
H -2.5734 -0.6637 1.3864 0.1028 0.0390 0.1555
```
Positions in Å, forces in eV/Å.

Calculated values
HOMO energy: -7.8 eV
LUMO: 0.647 eV
energy relative to the best compared isomer or geometry (same formula, charge and spin): 384.91 kJ/mol

Atom charges from the natural (NBO) analysis, given in e for atoms 1 to 5: atom 1 (C): 0.09, atom 2 (C): -0.37, atom 3 (C): -0.62, atom 4 (C): 0.62, atom 5 (N): -0.83

Entry 7:
The following is a quantum chemistry calculation of an isolated molecule of C4H11N3O at a distorted geometry, from the Open Molecules 2025 dataset.

The geometry in XYZ format:
```
19
Properties=species:S:1:pos:R:3:forces:R:3
H 1.1676 -1.2091 1.0610 0.0504 0.1867 -0.2673
N 0.7820 -1.9434 0.4672 -0.0012 -0.2866 0.3358
C 0.0108 -1.5196 -0.4361 -0.2032 0.1106 -0.0861
C -0.7333 -2.5076 -1.2851 0.1242 -0.0435 -0.0605
C -0.2714 -0.0598 -0.7611 0.2702 0.2990 0.3299
N 0.7394 0.8796 -0.2756 0.9152 -1.2000 0.8110
C 0.5716 1.4860 1.1075 -0.4829 -0.5324 -1.2780
N 0.1873 2.7864 0.6987 1.9319 0.1675 -2.2147
O -0.3775 0.7994 1.8796 0.0545 0.1391 0.1479
H -0.5196 -3.5184 -0.9487 -0.0081 0.0017 0.0106
H -0.4359 -2.4055 -2.3300 -0.0611 0.0000 -0.0604
H -1.8073 -2.3257 -1.2242 -0.0440 0.0273 -0.0361
H -1.2340 0.2108 -0.3204 -0.0023 -0.0057 -0.0633
H -0.3694 0.0638 -1.8443 0.0118 -0.0973 0.0747
H 1.6637 0.4692 -0.3574 -0.0455 -0.2133 0.0130
H 1.5502 1.4619 1.6069 -0.0847 -0.1758 0.0141
H -0.6141 3.2856 1.0705 0.3063 -0.1782 -0.5598
H 0.6245 2.5640 -0.3750 -2.5886 2.0547 2.7916
H -0.9346 1.4824 2.2666 -0.1427 -0.2538 0.0977
```
Positions in Å, forces in eV/Å.

Calculated values
HOMO energy: -8.9 eV
SMILES: [H]/N=C(/C)CN[C@@H](N)O
LUMO: 0.776 eV
energy relative to the best compared isomer or geometry (same formula, charge and spin): 287.27 kJ/mol

Atom charges from the natural (NBO) analysis, given in e for atoms 1 to 5: atom 1 (H): 0.33, atom 2 (N): -0.63, atom 3 (C): 0.31, atom 4 (C): -0.67, atom 5 (C): -0.31

Entry 8:
The following is a quantum chemistry calculation of a cluster of 2 separate species, C4H11N3O in total at a distorted geometry, from the Open Molecules 2025 dataset.

The geometry in XYZ format:
```
19
Properties=species:S:1:pos:R:3:forces:R:3
C -1.2681 -0.2118 0.5458 -0.8769 0.1615 1.2080
C 0.8720 -0.2445 -1.4328 0.2016 0.4508 -1.1170
C 2.4628 0.7994 0.5630 -0.8158 0.1580 -0.2139
C -2.4045 0.2376 -0.3448 0.0552 0.3514 -0.3535
N 2.1699 -0.6070 0.4575 1.5490 -0.2695 1.0599
N -0.6160 0.5202 1.3634 0.3255 0.1619 -0.2844
N -1.1577 -1.5739 0.6898 0.1851 -0.4228 -0.1949
O 1.5738 -0.9808 -0.6328 -1.1131 -0.2232 -0.1825
H -0.8106 1.5117 1.2501 -0.2874 -0.1382 -0.0544
H -0.3926 -1.8749 1.2818 -0.0095 0.1490 -0.1853
H -1.3070 -2.1535 -0.1225 -0.0706 0.1011 0.0897
H 0.9160 0.8305 -1.4424 0.0791 0.1080 0.3055
H 0.4301 -0.7818 -2.2594 0.1059 -0.1016 0.1093
H 3.0901 0.9079 1.4471 -0.0593 0.0059 -0.1329
H 1.5434 1.3965 0.6970 0.3096 -0.0625 -0.0301
H 2.9886 1.1709 -0.3294 0.0446 -0.0492 -0.0024
H -2.7320 1.2618 -0.0997 0.2496 -0.4601 -0.0363
H -2.0986 0.2295 -1.3944 -0.0518 -0.0294 0.0004
H -3.2595 -0.4379 -0.2374 0.1791 0.1088 0.0149
```
Positions in Å, forces in eV/Å.

Calculated values
HOMO energy (spin up / spin down): -8.4 / -7.9 eV
LUMO (spin up / spin down): 0.593 / 0.701 eV
energy relative to the best compared isomer or geometry (same formula, charge and spin): 535.49 kJ/mol

Atom charges from the natural (NBO) analysis, given in e for atoms 1 to 5: atom 1 (C): 0.45, atom 2 (C): -0.12, atom 3 (C): -0.51, atom 4 (C): -0.69, atom 5 (N): -0.12